No. 1
The following is a DFT calculation (ωB97M-V/def2-TZVPD) of C3H5FeO4 as an isolated structure at a distorted geometry.

Geometry as XYZ:
```
13
C3H5FeO4 ωB97M-V/def2-TZVPD
O -0.1086 -1.3889 1.3094
C -1.0547 -0.9446 0.5179
C 1.2082 -0.9968 0.8740
O -2.2310 -0.9001 0.7198
O -0.4886 -0.2330 -0.5022
C 0.9759 -0.3861 -0.5071
H 1.8383 -1.8902 0.8473
H 1.5697 -0.2291 1.6017
H 1.1981 -1.0260 -1.3657
H 1.4792 0.5744 -0.6413
O -1.2590 2.7038 -0.6043
H -1.5649 3.5743 -0.8526
Fe -1.5625 1.1423 -1.3969
```

Output
Orbital gap (spin up / spin down), eV: 10.19 / 9.37
Spin multiplicity: 5
E, a.u.: -1681.68875
Highest occupied orbital energy (spin up / spin down), eV: -15.538 / -15.363
Relative energy (zero: lowest compared OMol25 entry of this formula, charge and spin), kJ/mol: 86.8
Total charge: +1

How positive or negative is each atom? The Mulliken charges in e answer that: O -0.30; C 0.70; C -0.32; O -0.48; O -0.27; C -0.30; H 0.30; H 0.29; H 0.29; H 0.30; O -0.76; H 0.31; Fe 1.24

***

No. 2
The following is a DFT calculation (ωB97M-V/def2-TZVPD) of a 2-piece molecular cluster, C7H11N2O2 overall at a distorted geometry.

Geometry as XYZ:
```
22
C7H11N2O2 ωB97M-V/def2-TZVPD
C -0.0400 1.9042 -2.4441
C 0.0384 1.4042 -1.1143
C 1.3247 1.0731 -0.7165
C -1.1608 1.1654 -0.5325
C -2.1869 -1.4215 0.9919
C 2.4589 1.7290 -1.3391
C -1.2162 -2.3069 1.1084
N -0.1931 2.2782 -3.4976
N 1.5128 0.4118 0.3789
O -2.3277 1.5383 -1.0232
O -3.0188 -1.3322 -0.1269
H -1.3651 0.6894 0.4776
H 3.3280 1.8292 -0.7305
H 1.9897 2.7455 -1.4118
H 2.8466 1.5372 -2.4255
H -1.1133 -3.1578 0.3444
H -0.5971 -2.4700 1.9704
H 0.8469 0.0199 1.0574
H 2.4130 0.3796 0.7023
H -2.3410 -0.5296 1.6270
H -3.0282 0.8868 -0.7073
H -3.0338 -2.2234 -0.5684
```

Output
Orbital gap, eV: 8.30
E, a.u.: -532.97761
Highest occupied orbital energy, eV: -13.434
Relative energy (zero: lowest compared OMol25 entry of this formula, charge and spin), kJ/mol: 201.6
Total charge: +1

How positive or negative is each atom? The Mulliken charges in e answer that: C -0.04; C 0.21; C 1.06; C -0.08; C 0.13; C -1.28; C -0.93; N -0.39; N -0.27; O -0.47; O -0.47; H 0.25; H 0.37; H 0.39; H 0.33; H 0.18; H 0.35; H 0.17; H 0.25; H 0.56; H 0.40; H 0.29

***

No. 3
The following is a DFT calculation (ωB97M-V/def2-TZVPD) of one molecule with the formula C6H9NO at a distorted geometry.

Geometry as XYZ:
```
17
C6H9NO ωB97M-V/def2-TZVPD
O 1.4027 -1.1363 0.7789
C 0.7988 -0.3715 -0.3750
C 1.8457 0.5117 -0.6469
C 0.4589 1.2253 -0.1191
N -0.6911 1.1511 0.8668
C -1.5190 -0.0115 0.6041
C -1.8600 -0.2677 -0.8029
C -0.5012 -0.9232 -0.6010
H 0.6997 -1.1355 1.6800
H 2.7837 0.3737 -0.0375
H 2.1953 0.7406 -1.6574
H 0.1181 2.0580 -0.9962
H -0.2048 1.1335 1.8548
H -2.2174 -0.4400 1.3016
H -2.6997 -1.0153 -0.8261
H -2.0896 0.5174 -1.4554
H -0.3089 -2.1784 -0.5180
```

Output
Orbital gap, eV: 8.63
SMILES: O[C@]12C[C@@H]1N[C@H]1C[C@H]12
E, a.u.: -363.71409
Highest occupied orbital energy, eV: -7.827
Relative energy (zero: lowest compared OMol25 entry of this formula, charge and spin), kJ/mol: 814.3
Total charge: 0

How positive or negative is each atom? The Mulliken charges in e answer that: O -0.61; C 0.95; C -0.75; C -0.55; N -0.36; C -0.24; C -0.54; C -0.30; H 0.34; H 0.22; H 0.23; H 0.18; H 0.34; H 0.35; H 0.26; H 0.27; H 0.20

***

No. 4
The following is a DFT calculation (ωB97M-V/def2-TZVPD) of a 10-piece molecular cluster, H20N2O11 overall at a distorted geometry.

Geometry as XYZ:
```
33
H20N2O11 ωB97M-V/def2-TZVPD
N -0.3110 0.2328 -0.3425
H -1.2901 0.1337 0.1792
H -0.3875 0.8583 -1.1301
H -0.0115 -0.8120 -0.5751
H 0.2580 0.5561 0.3519
N 0.9942 -0.0934 2.9665
O 1.3276 1.0959 2.7222
O -0.1002 -0.5410 2.7795
O 1.9617 -0.9024 2.9296
O 2.2282 2.2626 -1.0701
H 2.1041 2.1958 -2.0854
H 2.9287 2.9975 -0.9359
O 2.3452 -1.9698 0.2264
H 2.9982 -2.6079 0.0448
H 2.4140 -1.7696 1.1357
O -2.1468 0.5116 2.4234
H -1.3064 0.1712 2.7079
H -2.7915 -0.0671 2.0549
O 3.2700 0.1221 -1.2356
H 3.0112 -0.6763 -0.8045
H 2.7212 0.8667 -0.9582
O -0.4436 3.4409 0.2286
H -1.3346 3.4182 0.8528
H 0.3303 3.5456 0.8081
O -3.3006 -1.5410 0.6079
H -3.1084 -2.3895 0.9273
H -3.6119 -1.6237 -0.2762
O -2.9421 0.7585 -2.0829
H -2.4641 0.8670 -2.9080
H -3.2656 -0.2174 -1.9762
O 0.0398 -2.7725 -2.2081
H -0.8758 -2.8777 -2.5467
H 0.7594 -3.1733 -2.8113
```

Output
Orbital gap, eV: 7.45
E, a.u.: -948.91536
Highest occupied orbital energy, eV: -8.326
Relative energy (zero: lowest compared OMol25 entry of this formula, charge and spin), kJ/mol: 155.5
Total charge: 0

How positive or negative is each atom? The Mulliken charges in e answer that: N -0.22; H 0.34; H 0.35; H 0.39; H 0.08; N 0.95; O -0.60; O -0.64; O -0.74; O -0.70; H 0.35; H 0.31; O -0.61; H 0.28; H 0.33; O -0.74; H 0.50; H 0.25; O -0.72; H 0.44; H 0.38; O -0.67; H 0.35; H 0.32; O -0.55; H 0.30; H 0.25; O -0.64; H 0.33; H 0.30; O -0.61; H 0.30; H 0.32